Entry 1:
Formula: C13H37NO6
Source: the OMol25 dataset
Level of theory: wB97M-V/def2-TZVPD

Output
- Structure (SMILES): CC1(C)CCCC(C)(C)N1O.CO.CO.CO.CO.O
- ΔE to the lowest compared entry with this formula, charge and spin: 45.6 kcal per mole
- HOMO-LUMO gap: 8.3 eV
- E_tot: -1023.58274 Ha

```
57
Properties=species:S:1:pos:R:3:forces:R:3:mulliken_charge:R:1
C -4.402148 0.716316 4.190994 -0.796 0.330 0.174 -1.78
C -2.940197 0.912364 3.769307 -0.215 -0.340 0.382 1.60
C -2.488321 2.316070 4.146510 0.039 0.879 0.339 -1.84
C -2.093686 -0.085510 4.591041 -0.177 -0.417 0.104 -1.33
C -0.709419 -0.361357 4.018994 -0.372 0.020 0.220 -0.65
C -0.786610 -0.719003 2.547568 0.042 -0.707 0.050 -1.18
C -1.611867 0.223976 1.649887 0.920 0.446 1.184 1.49
C -0.723532 1.464540 1.402745 -0.571 -0.224 -1.090 -1.51
C -1.920158 -0.529512 0.362817 -0.290 0.324 -0.033 -1.66
N -2.860506 0.569269 2.346215 0.108 -2.052 0.100 0.37
O -3.725596 1.308837 1.542740 -0.035 1.112 -0.359 -0.54
H -5.106233 1.036205 3.420449 0.200 0.228 0.023 0.36
H -4.697128 -0.308135 4.427818 0.461 -0.143 -0.128 0.37
H -4.637101 1.306351 5.080100 0.102 0.003 0.003 0.38
H -1.409182 2.465025 4.096688 -0.009 -0.130 -0.226 0.37
H -2.973244 3.118353 3.584456 0.004 -0.212 -0.228 0.33
H -2.738759 2.504561 5.194377 -0.069 -0.110 -0.016 0.49
H -1.988909 0.227571 5.635006 -0.079 0.546 -0.165 0.40
H -2.674081 -1.005454 4.722240 0.198 -0.178 -0.560 0.43
H -0.052077 0.488122 4.217942 0.049 0.016 -0.141 0.30
H -0.309339 -1.220857 4.561041 0.255 0.118 -0.002 0.41
H -1.176669 -1.742518 2.483933 -0.333 0.155 -0.010 0.40
H 0.223537 -0.821293 2.141721 -0.028 0.251 -0.127 0.44
H -0.536195 2.049594 2.295253 0.190 -0.191 0.132 0.26
H -1.211874 2.132211 0.684666 0.023 0.002 0.044 0.34
H 0.197279 1.102781 0.943169 0.187 0.305 0.117 0.33
H -2.332959 -1.515740 0.576765 -0.216 0.088 0.110 0.41
H -1.032050 -0.702744 -0.244686 0.104 0.253 0.036 0.21
H -2.646556 0.066208 -0.193265 0.113 -0.213 -0.308 0.43
H -4.402172 0.711873 1.197393 0.224 -0.177 0.317 0.34
C 5.221779 -1.954090 -3.090082 -0.600 -0.386 -0.592 -0.31
O 5.513010 -3.264720 -3.589384 0.249 0.019 0.379 -0.55
H 5.460021 -1.219933 -3.865613 0.193 0.245 0.336 0.27
H 4.157205 -1.866451 -2.858518 0.061 0.067 0.120 0.11
H 5.767229 -1.798014 -2.166210 0.222 -0.013 -0.126 0.20
H 5.016824 -3.408758 -4.395960 -0.044 0.001 -0.052 0.29
C -1.540688 0.039806 -3.764597 -0.084 -1.135 0.242 -0.53
O -0.911451 0.929062 -2.838492 -0.289 -0.186 -0.677 -0.53
H -1.683851 -0.949363 -3.305346 -0.262 0.240 0.211 0.26
H -2.509979 0.421497 -4.082185 0.063 -0.003 -0.157 0.39
H -0.932196 -0.215011 -4.632509 0.274 0.736 -0.046 0.10
H -1.652169 1.437215 -2.498853 0.348 0.239 0.436 0.29
C 2.053488 -0.217706 -5.793310 0.505 -0.734 0.147 -0.72
O 2.503801 -1.065737 -4.715860 -0.222 0.494 -0.208 -0.50
H 2.827493 -0.201653 -6.562757 -0.118 0.231 -0.085 0.36
H 1.141807 -0.637414 -6.219206 -0.126 0.262 -0.036 0.26
H 1.910125 0.785422 -5.404641 -0.144 -0.024 0.047 0.27
H 3.007542 -1.780690 -5.106088 0.008 -0.150 0.095 0.24
C 4.327016 0.387172 -0.532845 -0.379 -0.307 -0.911 -0.64
O 3.616565 -0.781063 -0.192646 0.212 -0.515 0.586 -0.51
H 4.259533 1.151972 0.240873 -0.133 0.116 -0.030 0.25
H 5.383525 0.168471 -0.710892 0.025 -0.173 0.236 0.25
H 3.935608 0.733792 -1.496533 0.079 0.526 0.215 0.24
H 2.798327 -0.861759 -0.709415 0.212 0.421 -0.018 0.48
O 1.534642 -0.596035 -2.028557 -0.055 -0.126 -0.348 -0.60
H 0.670146 -0.176038 -2.153105 0.184 0.128 0.028 0.34
H 1.890426 -0.768075 -2.921145 -0.210 0.046 0.266 0.30
```
Positions in Å, forces in eV/Å.


Entry 2:
Formula: C2H10O2S2
Source: the OMol25 dataset
Level of theory: wB97M-V/def2-TZVPD

Output
- Total charge: +1
- Expectation value of S²: 0.755
- ΔE to the lowest compared entry with this formula, charge and spin: 13.2 kcal per mole
- Spin multiplicity: 2
- HOMO-LUMO gap (spin up / spin down): 9.4 / 5.8 eV
- E_tot: -1028.72962 Ha

```
16
Properties=species:S:1:pos:R:3:forces:R:3:mulliken_charge:R:1
C -2.178929 -1.546095 -0.613181 1.259 0.387 -0.512 -0.83
S -0.435072 -0.868401 -0.543312 -0.806 1.020 0.597 0.29
S -0.135198 -0.017460 1.282002 -0.285 -0.981 -0.682 0.23
C -0.785103 -1.299734 2.420595 0.360 -0.156 -0.919 -0.82
H -2.943275 -0.806398 -0.383785 0.270 -0.002 0.676 0.34
H -2.133164 -2.470686 -0.057387 -0.621 -0.143 0.099 0.37
H -2.288396 -1.702524 -1.687723 0.189 -0.413 0.018 0.36
H -0.361057 -2.204996 1.997078 -0.127 -0.269 0.164 0.34
H -1.864014 -1.350067 2.426431 -0.196 0.196 0.161 0.35
H -0.335939 -1.160271 3.390374 -0.050 0.413 0.332 0.35
H 3.569796 1.004310 -2.015585 -0.080 0.254 -0.042 0.33
H 3.352688 0.588869 -0.587404 0.084 0.035 0.229 0.30
O 3.110126 1.277981 -1.210906 -0.083 -0.298 -0.178 -0.63
H 0.157049 2.756400 -0.861965 -0.551 0.638 -0.366 0.29
H 1.282222 2.312066 -1.611419 0.660 -0.007 -0.747 0.32
O 0.470545 2.806968 -1.779546 -0.023 -0.674 1.170 -0.59
```
Positions in Å, forces in eV/Å.


Entry 3:
Formula: C14H41NO6
Source: the OMol25 dataset
Level of theory: wB97M-V/def2-TZVPD

Output
- Structure (SMILES): COC[C@H](C)N.CCO.CCO.CCO.CCO.CCO
- ΔE to the lowest compared entry with this formula, charge and spin: 51.7 kcal per mole
- HOMO-LUMO gap: 9.5 eV
- E_tot: -1064.02141 Ha

```
62
Properties=species:S:1:pos:R:3:forces:R:3:mulliken_charge:R:1
C -6.317427 0.270280 0.451308 -1.618 -0.446 0.675 -0.77
O -6.803748 0.688951 1.750667 0.403 1.156 -0.421 -0.33
C -6.219285 1.881615 2.331325 0.873 -0.604 -0.453 -0.85
C -7.042850 2.468718 3.475042 -1.360 -1.757 0.103 0.73
C -8.485424 2.854982 3.176943 0.009 -0.872 -0.503 -1.40
N -6.416371 3.578933 4.049182 1.581 2.112 0.381 -0.73
H -5.503095 -0.450161 0.528239 0.543 0.595 -0.018 0.28
H -6.257090 1.045158 -0.312912 0.822 0.474 0.455 0.33
H -7.134885 -0.316539 0.032363 -0.212 -0.276 0.241 0.27
H -5.248672 1.631425 2.759604 0.221 -0.539 0.516 0.29
H -5.843153 2.610650 1.613595 -1.010 0.363 -0.650 0.44
H -7.036188 1.681998 4.229459 -0.503 -0.679 -0.015 0.18
H -9.030845 3.224528 4.045312 0.377 0.310 0.166 0.42
H -9.038111 1.954411 2.909341 -0.009 0.083 -0.482 0.30
H -8.493791 3.592807 2.374670 -0.259 -0.003 0.000 0.34
H -6.980223 3.968662 4.790985 -0.028 0.040 -0.025 0.24
H -5.521834 3.342248 4.454015 0.175 0.041 0.028 0.24
C 0.534564 -6.929329 -5.122085 0.689 -0.032 -1.411 -0.86
C -0.368694 -6.195762 -4.199910 0.021 -0.297 0.443 -0.30
O -1.673135 -6.811711 -4.203628 0.663 0.634 0.624 -0.50
H 1.435783 -6.348592 -5.318705 0.303 -0.095 0.311 0.32
H 0.126179 -7.088087 -6.120134 -0.342 -0.060 0.000 0.28
H 0.789238 -7.903742 -4.705220 0.057 0.051 -0.076 0.23
H -0.390838 -5.112973 -4.322999 -0.356 0.048 -0.561 0.28
H 0.172144 -6.298800 -3.259164 -0.947 -0.199 0.718 0.25
H -2.155026 -6.405673 -4.927879 -0.087 -0.045 -0.046 0.30
C -0.746544 -1.047559 -1.375385 0.855 1.037 0.360 -0.96
C -0.361852 0.461462 -1.664256 -0.151 -1.150 -0.297 -0.21
O 0.930509 0.877917 -1.244561 0.222 -0.389 0.531 -0.50
H 0.135554 -1.686079 -1.423277 0.222 0.183 0.070 0.29
H -1.441316 -1.500145 -2.082883 -0.264 0.492 0.010 0.32
H -1.138320 -1.093058 -0.359248 -0.118 -0.311 -0.056 0.25
H -1.016642 1.123057 -1.097115 -0.800 -0.129 -0.777 0.29
H -0.346200 0.607246 -2.744348 -0.566 0.277 0.041 0.22
H 0.748019 1.372924 -0.442527 0.641 -0.010 0.123 0.30
C 4.028027 -3.093181 1.968232 0.076 -0.165 -0.104 -1.07
C 4.732303 -1.880322 2.577372 0.397 0.089 -0.299 -0.05
O 5.700487 -1.277432 1.664224 -0.945 -0.568 -0.203 -0.54
H 3.015334 -3.238140 2.344444 -0.088 0.517 0.308 0.34
H 4.462681 -4.076385 2.148481 0.623 0.199 -0.418 0.28
H 3.897087 -2.855378 0.912582 0.206 -0.400 -0.157 0.30
H 5.283069 -2.081762 3.496162 -0.480 -0.159 0.219 0.31
H 3.888680 -1.208431 2.735370 0.456 0.654 0.334 0.13
H 6.486696 -0.960815 2.115033 -0.246 -0.153 0.314 0.30
C 6.392850 0.531717 -3.976562 0.847 -0.644 0.625 -0.98
C 5.332866 1.269517 -4.714980 0.333 1.737 0.099 -0.30
O 4.047555 0.728105 -4.631501 -0.313 -0.282 -0.752 -0.51
H 6.578727 0.767967 -2.928832 -0.115 0.790 -0.009 0.31
H 7.293735 0.702274 -4.565986 0.394 -0.403 0.476 0.29
H 6.186502 -0.532798 -3.865512 -0.045 -0.190 -0.818 0.31
H 5.735461 1.490901 -5.703430 -0.935 -1.397 -0.927 0.33
H 5.317238 2.334971 -4.485510 -0.189 0.315 1.229 0.27
H 3.805399 0.665542 -3.704656 -0.012 0.072 0.103 0.29
C 3.845780 4.959344 3.751139 -0.430 -1.000 -0.971 -1.07
C 3.266942 3.550509 3.319300 0.362 2.426 0.195 -0.14
O 1.878663 3.710019 2.923613 0.686 -1.366 0.754 -0.52
H 3.332649 5.322609 4.641556 0.307 -0.106 0.097 0.28
H 3.674984 5.689694 2.960242 -0.252 0.012 -0.173 0.33
H 4.933022 4.938554 3.825780 -0.029 -0.170 0.540 0.32
H 3.414742 2.891181 4.174598 -1.009 -0.113 0.082 0.25
H 3.912041 3.102168 2.563704 -0.330 0.175 -0.581 0.24
H 1.696051 4.499809 2.409328 0.685 0.126 0.034 0.30
```
Positions in Å, forces in eV/Å.


Entry 4:
Formula: C4H8N2
Source: the OMol25 dataset
Level of theory: wB97M-V/def2-TZVPD

Output
- ΔE to the lowest compared entry with this formula, charge and spin: 149.6 kcal per mole
- HOMO-LUMO gap (spin up / spin down): 7.5 / 7.6 eV
- E_tot: -266.48355 Ha

```
14
Properties=species:S:1:pos:R:3:forces:R:3:mulliken_charge:R:1
C -0.279602 -1.305374 0.854808 -0.027 -1.258 -1.756 -0.46
N 0.135969 -0.485581 1.920386 0.053 0.721 0.015 -0.44
C -0.568016 0.478628 1.083107 0.421 1.201 0.061 -0.73
C -0.426243 0.005352 -0.312461 0.506 -2.177 1.361 0.18
C 0.536779 1.358107 -1.430127 0.816 1.607 -0.912 -0.68
N 0.950297 0.142097 -0.924191 -1.491 -0.409 0.312 -0.41
H -1.229313 -1.809354 1.018871 0.099 0.030 0.017 0.30
H 0.476085 -1.935946 0.360824 -0.136 -0.060 0.316 0.33
H 1.141049 -0.329687 1.862719 -0.093 0.010 0.057 0.30
H -1.514443 0.830905 1.442196 -0.365 0.101 0.123 0.30
H -1.268356 -0.121641 -0.998530 0.340 0.205 0.189 0.39
H 0.519707 2.179450 -0.717360 -0.081 -0.121 -0.223 0.32
H 0.458881 1.548304 -2.498072 0.046 -0.047 0.192 0.34
H 1.067205 -0.555261 -1.662171 -0.089 0.195 0.247 0.26
```
Positions in Å, forces in eV/Å.


Entry 5:
Formula: C11H21I2NOP
Source: the OMol25 dataset
Level of theory: wB97M-V/def2-TZVPD

Output
- Total charge: +1
- HOMO-LUMO gap: 7.3 eV
- E_tot: -1498.10374 Ha

```
37
Properties=species:S:1:pos:R:3:forces:R:3:mulliken_charge:R:1
C 1.960943 -4.990141 -0.614637 -0.049 0.016 -0.094 -0.65
C 0.786652 -4.434593 -1.014658 0.467 -0.314 0.744 0.03
P 0.828501 -2.774588 -1.630804 -0.389 0.285 1.392 0.24
C 2.409734 -2.015850 -1.189564 -0.061 0.164 0.161 -0.73
C 2.685350 -1.779598 0.319005 0.056 0.157 0.171 -0.84
N 1.735268 -2.431582 1.209424 -0.086 -0.156 -0.170 -0.39
C -0.572541 -1.682848 -1.266809 0.466 0.199 0.053 -0.39
I -0.067515 0.224063 -0.491967 -0.093 -0.082 -0.066 0.16
C -1.848578 -1.990532 -1.490595 -0.107 -0.028 -0.168 0.47
C -3.040601 -1.148122 -1.195550 -0.243 0.026 0.034 -1.25
I -2.361351 -3.829078 -2.374989 -0.036 0.150 -0.033 0.13
H 2.562745 -4.570259 0.187138 0.726 0.921 -1.026 0.32
H 2.333032 -5.907212 -1.066298 -0.859 -0.846 1.043 0.28
H -0.115287 -5.033400 -0.982566 0.135 -0.263 -1.661 0.23
H 0.845064 -2.917241 -3.021056 -0.036 -0.063 0.000 0.20
H 2.438937 -1.063046 -1.719665 0.052 -0.059 -0.134 0.53
H 3.183325 -2.658809 -1.609598 -0.087 -0.028 -0.181 0.50
H 3.670917 -2.185214 0.544242 0.010 -0.033 -0.055 0.40
H 2.753641 -0.702758 0.488370 -0.013 0.032 -0.082 0.36
H 0.842225 -1.952891 1.226516 0.050 0.140 0.092 0.12
H 2.084653 -2.428053 2.159001 0.000 -0.059 0.017 0.26
H -3.707655 -1.097000 -2.055574 0.029 -0.108 -0.035 0.38
H -2.787907 -0.131829 -0.907461 0.110 -0.037 0.049 0.30
H -3.598502 -1.615635 -0.380831 -0.047 0.023 -0.010 0.35
C -0.991135 5.330310 0.563867 0.122 -0.051 -0.039 -0.56
C -1.515737 3.897498 0.617737 -0.083 0.023 0.051 -0.31
C -0.737777 3.330466 1.801048 0.082 0.008 -0.066 -0.35
O -0.504831 4.413503 2.689069 0.012 -0.013 -0.031 -0.42
C -0.823677 5.650985 2.042924 -0.140 0.030 0.029 -0.47
H -1.656447 6.023863 0.053460 -0.024 -0.008 0.014 0.34
H -0.022085 5.354877 0.060447 -0.002 0.019 0.000 0.27
H -2.585320 3.898212 0.837282 0.000 -0.019 0.000 0.26
H -1.359157 3.337241 -0.304887 0.015 0.023 -0.014 0.23
H 0.237276 2.930783 1.481890 -0.037 -0.057 -0.047 0.21
H -1.278861 2.541349 2.327130 0.023 0.012 0.048 0.23
H -1.753279 6.035185 2.473561 0.003 0.042 -0.030 0.27
H -0.030020 6.371944 2.235398 0.033 -0.045 0.046 0.28
```
Positions in Å, forces in eV/Å.